Entry 1:
173
Properties=species:S:1:pos:R:3 method="wB97M-V/def2-TZVPD" total_charge=+1
C -3.272 2.243 -6.501
C -2.428 3.334 -5.884
O -1.042 3.027 -6.071
C -0.175 3.765 -5.243
C 0.963 2.869 -4.756
C 0.656 1.862 -3.628
B 1.262 0.470 -4.213
O 2.642 0.397 -4.416
C 0.387 -0.771 -4.570
C 0.131 -1.647 -3.309
C -0.825 1.625 -3.303
C -1.185 2.773 -2.318
C 0.147 3.194 -1.634
P 0.529 5.047 -1.478
C 1.797 5.525 -2.729
O -0.858 5.736 -2.047
N 1.128 2.207 -2.246
C 2.601 2.307 -1.967
C 3.076 1.163 -1.071
C 2.510 1.329 0.343
C 3.182 0.433 1.399
C 3.183 1.119 2.771
C 1.768 1.239 3.367
C 1.758 1.008 4.889
C 1.838 -0.507 5.204
Si 0.921 -1.060 6.736
C -0.910 -1.426 6.497
C 1.718 -2.652 7.246
C 1.079 0.102 8.207
C 0.158 1.116 8.462
C 0.291 1.924 9.576
C 1.331 1.736 10.465
C 2.271 0.748 10.221
C 2.132 -0.055 9.105
H -4.308 2.409 -6.193
H -3.223 2.267 -7.588
H -2.999 1.264 -6.107
H -2.618 3.309 -4.805
H -2.670 4.321 -6.283
H -0.685 4.307 -4.443
H 0.302 4.534 -5.869
H 1.842 3.476 -4.545
H 1.213 2.274 -5.642
H 2.828 0.520 -5.355
H 0.963 -1.369 -5.282
H -0.532 -0.497 -5.093
H -0.899 -1.479 -2.992
H 0.226 -2.712 -3.499
H 0.801 -1.374 -2.487
H -1.477 1.526 -4.164
H -0.996 0.721 -2.714
H -1.752 3.584 -2.768
H -1.829 2.464 -1.492
H 0.087 2.880 -0.592
H 1.362 6.041 -3.590
H 2.452 6.243 -2.236
H 2.430 4.719 -3.088
H -0.669 6.256 -2.838
H 0.885 1.344 -1.754
H 2.823 3.241 -1.450
H 3.153 2.343 -2.904
H 2.785 0.211 -1.526
H 4.164 1.250 -1.074
H 2.588 2.385 0.620
H 1.444 1.067 0.320
H 2.635 -0.512 1.442
H 4.207 0.223 1.079
H 3.579 2.123 2.599
H 3.852 0.551 3.421
H 1.393 2.246 3.156
H 1.100 0.530 2.868
H 0.894 1.503 5.333
H 2.685 1.469 5.240
H 1.391 -1.046 4.358
H 2.896 -0.801 5.224
H -1.171 -1.852 5.529
H -1.487 -0.511 6.658
H -1.212 -2.085 7.313
H 1.488 -3.470 6.565
H 1.418 -2.863 8.274
H 2.795 -2.462 7.253
H -0.690 1.287 7.809
H -0.447 2.692 9.772
H 1.435 2.341 11.357
H 3.102 0.573 10.892
H 2.865 -0.840 8.951
O -0.091 -4.907 -2.333
P -0.978 -5.959 -1.758
N -0.477 -7.371 -2.559
C -1.334 -8.456 -2.997
C 0.944 -7.692 -2.487
N -2.504 -5.421 -2.309
C -3.535 -6.273 -2.867
C -2.552 -4.095 -2.900
N -1.686 -6.717 -0.389
C -2.326 -5.764 0.551
C -0.740 -7.528 0.413
H -1.937 -8.894 -2.193
H -0.730 -9.263 -3.412
H -2.002 -8.142 -3.798
H 1.228 -8.175 -1.542
H 1.544 -6.788 -2.589
H 1.231 -8.356 -3.302
H -3.367 -6.477 -3.931
H -4.510 -5.786 -2.775
H -3.616 -7.215 -2.328
H -2.197 -4.095 -3.939
H -1.942 -3.400 -2.331
H -3.575 -3.710 -2.885
H -1.607 -5.055 0.974
H -2.786 -6.319 1.368
H -3.114 -5.203 0.057
H 0.153 -6.969 0.706
H -0.433 -8.416 -0.136
H -1.236 -7.878 1.316
O 5.502 -2.298 5.988
P 6.617 -2.262 4.972
N 7.339 -3.754 5.451
C 8.749 -4.005 5.673
C 6.526 -4.949 5.272
N 7.456 -0.937 5.682
C 8.852 -0.942 6.071
C 6.691 -0.062 6.560
N 7.593 -2.089 3.546
C 7.355 -0.819 2.814
C 7.409 -3.168 2.545
H 9.385 -3.759 4.812
H 8.910 -5.060 5.891
H 9.121 -3.462 6.541
H 6.529 -5.324 4.238
H 5.490 -4.749 5.548
H 6.873 -5.754 5.920
H 8.997 -1.395 7.060
H 9.230 0.084 6.121
H 9.475 -1.459 5.344
H 6.568 -0.483 7.565
H 5.703 0.138 6.155
H 7.202 0.901 6.650
H 6.324 -0.736 2.454
H 8.026 -0.765 1.957
H 7.569 0.037 3.447
H 6.360 -3.319 2.275
H 7.815 -4.108 2.913
H 7.963 -2.925 1.640
O -6.374 3.775 -4.558
P -7.588 4.619 -4.753
N -8.047 5.000 -3.157
C -9.404 5.110 -2.656
C -7.028 5.614 -2.317
N -8.656 3.487 -5.452
C -10.050 3.327 -5.087
C -8.091 2.215 -5.885
N -8.380 5.928 -5.532
C -8.269 5.889 -7.011
C -7.904 7.265 -5.108
H -10.022 5.827 -3.210
H -9.392 5.442 -1.618
H -9.911 4.146 -2.655
H -6.909 6.691 -2.498
H -6.059 5.142 -2.489
H -7.263 5.477 -1.261
H -10.170 2.695 -4.199
H -10.597 2.852 -5.906
H -10.535 4.286 -4.915
H -7.948 1.516 -5.052
H -7.133 2.359 -6.376
H -8.759 1.750 -6.614
H -7.230 5.958 -7.350
H -8.827 6.723 -7.435
H -8.701 4.976 -7.408
H -6.819 7.374 -5.190
H -8.201 7.472 -4.081
H -8.372 8.030 -5.725

***

Entry 2:
168
Properties=species:S:1:pos:R:3 method="wB97M-V/def2-TZVPD" total_charge=0 smiles="CCN(CC)CC.CCN(CC)CC.CCN(CC)CC.CCN(CC)CC.CCN(CC)CC.CCN(CC)CC.CNC(C)=O.CNC(C)=O.CNC(C)=O"
C 4.296 4.251 -0.853
C 5.107 3.008 -0.489
N 6.403 2.934 -1.117
C 6.344 3.042 -2.527
C 5.661 1.920 -3.244
C 7.472 3.849 -0.534
C 8.899 3.568 -0.982
H 3.811 4.127 -1.822
H 4.881 5.170 -0.893
H 3.495 4.262 -0.114
H 5.221 2.814 0.577
H 4.525 2.127 -0.758
H 6.003 3.985 -2.953
H 7.378 2.988 -2.868
H 5.182 2.302 -4.146
H 6.479 1.282 -3.579
H 4.950 1.286 -2.715
H 7.464 3.896 0.555
H 7.276 4.890 -0.793
H 9.103 2.508 -1.131
H 9.607 4.083 -0.334
H 9.046 3.967 -1.986
C -3.505 -3.566 -1.496
C -4.691 -3.841 -0.506
N -5.762 -4.332 -1.375
C -6.629 -5.332 -0.764
C -5.854 -6.705 -0.573
C -6.684 -3.256 -1.836
C -6.995 -3.419 -3.307
H -3.282 -4.420 -2.135
H -2.637 -3.186 -0.957
H -3.798 -2.738 -2.141
H -4.455 -4.622 0.217
H -5.032 -2.927 -0.020
H -6.959 -5.016 0.226
H -7.534 -5.495 -1.349
H -5.894 -7.417 -1.397
H -4.787 -6.482 -0.588
H -6.068 -7.211 0.369
H -6.097 -2.346 -1.711
H -7.551 -3.068 -1.203
H -7.664 -4.236 -3.578
H -6.090 -3.423 -3.915
H -7.370 -2.500 -3.758
C -2.780 -0.632 -4.166
C -2.560 0.765 -3.575
N -3.412 1.818 -4.158
C -4.565 2.039 -3.293
C -5.731 1.204 -3.747
C -2.689 3.072 -4.491
C -2.058 3.787 -3.241
H -2.234 -1.290 -3.489
H -2.362 -0.727 -5.168
H -3.856 -0.780 -4.071
H -2.633 0.794 -2.488
H -1.512 0.940 -3.817
H -4.505 1.794 -2.233
H -4.856 3.072 -3.484
H -5.656 1.016 -4.818
H -5.626 0.190 -3.361
H -6.671 1.665 -3.443
H -3.358 3.872 -4.805
H -1.937 2.891 -5.259
H -2.800 3.698 -2.447
H -1.810 4.825 -3.461
H -1.121 3.240 -3.141
C -3.197 1.186 3.937
C -2.193 2.344 3.829
N -2.845 3.728 3.792
C -3.339 4.227 5.072
C -3.375 5.734 4.992
C -3.951 3.761 2.797
C -3.417 3.876 1.273
H -3.790 0.988 3.044
H -3.817 1.286 4.829
H -2.586 0.353 4.283
H -1.575 2.329 4.727
H -1.512 2.231 2.986
H -2.702 3.860 5.877
H -4.346 3.851 5.253
H -2.407 6.212 5.141
H -3.893 6.062 5.893
H -3.915 6.162 4.147
H -4.556 2.861 2.909
H -4.725 4.476 3.078
H -4.245 3.642 0.604
H -3.030 4.862 1.017
H -2.608 3.160 1.127
C 2.659 -1.976 -3.414
C 1.173 -2.165 -3.620
N 1.011 -2.889 -4.905
C 0.059 -2.227 -5.855
C 0.609 -0.901 -6.270
C 0.766 -4.368 -4.878
C 1.857 -5.084 -4.122
H 2.886 -1.248 -2.635
H 3.204 -1.627 -4.291
H 3.172 -2.904 -3.159
H 0.798 -2.716 -2.758
H 0.621 -1.226 -3.659
H 0.026 -2.846 -6.751
H -1.001 -2.234 -5.600
H 0.101 -0.391 -7.089
H 0.441 -0.118 -5.530
H 1.686 -0.978 -6.419
H 0.657 -4.826 -5.861
H -0.176 -4.673 -4.423
H 2.854 -4.733 -4.389
H 1.895 -6.164 -4.269
H 1.746 -4.769 -3.085
C -0.754 -3.606 6.746
C -0.915 -4.211 5.275
N -1.008 -3.070 4.380
C -1.522 -3.506 3.098
C -3.107 -3.640 3.057
C 0.301 -2.548 4.162
C 0.203 -0.983 3.744
H 0.186 -3.137 7.038
H -1.087 -4.387 7.430
H -1.451 -2.810 7.004
H -0.063 -4.867 5.099
H -1.769 -4.889 5.243
H -1.258 -2.880 2.246
H -1.198 -4.521 2.869
H -3.618 -2.748 2.697
H -3.412 -4.445 2.388
H -3.547 -3.761 4.046
H 0.708 -3.086 3.305
H 0.933 -2.805 5.012
H -0.281 -0.897 2.772
H 1.177 -0.521 3.582
H -0.367 -0.390 4.459
C 0.993 1.813 0.148
N 1.560 0.479 0.138
C 0.781 -0.557 0.013
C -0.574 -0.430 -0.673
O 1.238 -1.707 0.271
H 0.605 2.067 -0.838
H 1.838 2.485 0.299
H 0.323 2.096 0.960
H 2.520 0.342 0.421
H -1.430 -0.189 -0.042
H -0.784 -1.446 -1.006
H -0.482 0.084 -1.630
C 5.171 2.565 4.718
N 3.738 2.568 5.007
C 2.812 2.597 4.065
C 1.360 2.798 4.470
O 3.060 2.785 2.949
H 5.694 2.221 5.610
H 5.385 3.602 4.461
H 5.312 1.762 3.995
H 3.530 2.485 5.992
H 1.271 3.148 5.498
H 0.821 1.852 4.417
H 0.908 3.593 3.877
C 4.949 -0.105 1.391
N 6.420 0.143 1.372
C 7.370 -0.083 2.279
C 8.805 0.185 1.827
O 7.162 -0.531 3.401
H 4.590 -0.616 0.498
H 4.498 0.873 1.555
H 4.729 -0.626 2.323
H 6.678 0.438 0.441
H 8.976 1.179 2.240
H 8.958 0.314 0.755
H 9.508 -0.569 2.181

***

Number 1: electronic energy -4456.7464 a.u.. Number 2: electronic energy -2499.4545 a.u..